{
  "formula": "C24H46Cl2DyN3O7SSi",
  "method": "wB97M-V/def2-TZVPD",
  "spin_multiplicity": 6,
  "homo_lumo_gap_ha": [0.312, 0.313],
  "charge": 0,
  "lumo_ev": [0.3, 0.3],
  "fmax_ev_per_a": 2.10,
  "e_above_lowest_kcal_mol": 0.0,
  "elements": ["C", "C", "H", "H", "H", "C", "C", "H", "H", "H", "H", "Dy", "Cl", "C", "O", "N", "C", "C", "H", "H", "H", "H", "H", "H", "H", "H", "H", "C", "C", "N", "H", "C", "O", "H", "H", "H", "H", "H", "H", "C", "C", "N", "H", "C", "O", "H", "H", "H", "H", "O", "C", "C", "C", "H", "C", "H", "C", "H", "C", "C", "H", "H", "H", "Si", "Cl", "C", "C", "C", "H", "H", "H", "H", "H", "H", "H", "H", "H", "C", "S", "O", "O", "O", "H", "H", "H"],
  "xyz": [[3.11424, -1.90113, 0.53461], [3.58416, -0.52000, 0.20361], [3.73872, -2.66672, 0.06251], [2.06861, -2.05701, 0.22397], [3.14731, -2.06900, 1.62191], [4.70926, -0.23136, -0.47508], [5.72128, -1.21551, -0.94287], [4.92231, 0.80658, -0.72336], [5.43355, -2.25636, -0.76756], [6.68649, -1.05609, -0.44230], [5.90985, -1.08753, -2.01783], [-0.63661, 0.31728, -0.12369], [-0.73663, -2.29094, -0.01556], [0.01652, 3.43644, 0.48473], [-0.42243, 2.64452, -0.38610], [0.11957, 4.74904, 0.31641], [-0.35104, 5.39673, -0.90495], [0.73271, 5.59718, 1.33198], [0.36575, 3.06998, 1.46896], [-0.86695, 4.66208, -1.52961], [0.49455, 5.83618, -1.45594], [-1.03327, 6.21340, -0.63216], [1.03604, 4.96678, 2.17927], [0.00401, 6.34831, 1.67072], [1.61591, 6.10720, 0.91923], [-6.19823, 1.61683, 0.16800], [-6.16936, -0.15299, 2.20171], [-5.57612, 0.89185, -0.36799], [-5.53465, -0.76366, 1.54442], [-4.81784, 0.08546, 0.59318], [-4.84773, 1.40606, -0.99947], [-3.52711, -0.05509, 0.40392], [-2.89455, 0.44911, -0.57007], [-4.78560, -1.29049, 2.15466], [-2.97571, -0.65602, 1.16271], [-6.21691, 0.24663, -0.98328], [-6.15291, -1.50707, 1.01660], [2.18197, -1.64847, -2.32893], [3.45256, 0.40772, -3.25968], [1.34997, -1.41737, -3.01186], [2.60739, 0.49376, -3.96419], [1.38044, 0.00218, -3.35605], [0.40211, -1.68567, -2.53473], [0.38831, 0.83403, -3.05369], [-0.62565, 0.49699, -2.39073], [2.46259, 1.54556, -4.23879], [0.51902, 1.86881, -3.42049], [1.49034, -2.00081, -3.93286], [2.83090, -0.09729, -4.86342], [1.51294, 0.45671, -0.25517], [2.60277, 0.58725, 0.55675], [3.09437, 2.83155, -0.61132], [3.14740, 2.02470, 0.52698], [2.62773, 2.43416, -1.51518], [3.60853, 4.13348, -0.56860], [2.30883, 0.38168, 1.60212], [3.67119, 2.53478, 1.71553], [3.54212, 4.76482, -1.45874], [4.20273, 4.60672, 0.60421], [4.22508, 3.81336, 1.75320], [3.64427, 1.90118, 2.60438], [4.62715, 5.61142, 0.62565], [4.66782, 4.18682, 2.67929], [-2.47483, -6.65894, -0.16035], [-0.53936, -7.38094, -0.30221], [-2.94609, -6.12044, -1.89046], [-2.39008, -5.25920, 1.06792], [-3.57432, -8.05678, 0.44624], [-2.23882, -5.36133, -2.25067], [-3.95610, -5.69013, -1.91180], [-2.92052, -6.97482, -2.58123], [-3.56036, -8.90277, -0.25463], [-4.61608, -7.72238, 0.55173], [-3.23629, -8.42213, 1.42558], [-1.69825, -4.47785, 0.71720], [-2.03512, -5.62847, 2.04069], [-3.37289, -4.79033, 1.21103], [-2.61168, 0.70058, 3.89840], [-1.44360, 1.65866, 2.92238], [-2.24286, 2.49449, 2.01509], [-0.54310, 2.34428, 3.83555], [-0.70169, 0.58759, 2.11881], [-3.62531, 0.89836, 3.55715], [-2.52604, 0.97413, 4.94731], [-2.34669, -0.35039, 3.76725]],
  "atomic_forces_ev_per_a": [[-0.0832, -0.2755, 0.2023], [0.8707, 0.7681, -0.8289], [-0.2245, 0.1007, 0.1476], [0.3268, 0.1355, 0.0708], [-0.0267, 0.0308, -0.1974], [-0.7143, -0.2664, 0.4656], [0.4835, -0.2499, -0.2667], [-0.0164, -0.0447, 0.1785], [0.0661, 0.2248, -0.0709], [-0.1406, -0.0128, -0.0810], [0.0112, -0.0922, 0.1323], [2.0428, -0.1788, 0.4391], [-0.1744, 0.1101, -0.0270], [-0.0684, -0.7225, -0.3915], [0.1680, 1.1574, 0.7016], [-0.0315, 0.0704, -0.2311], [0.1010, 0.0662, 0.1381], [-0.1168, -0.1174, 0.0704], [-0.0401, 0.2189, -0.4148], [0.1368, 0.1849, 0.1871], [-0.1722, -0.1942, 0.1285], [0.0822, -0.2266, -0.0933], [-0.0665, 0.2816, -0.2419], [0.2183, -0.1933, -0.0318], [-0.2389, -0.1980, 0.1236], [0.1238, -0.1501, -0.0747], [0.1513, -0.1709, -0.2204], [-0.0183, -0.0991, 0.1322], [0.2675, 0.1271, 0.1450], [-0.8293, -0.1112, -0.2205], [-0.2984, -0.0619, 0.1099], [1.5265, 0.2683, -0.9674], [-1.4138, -0.4819, 1.3436], [-0.3554, 0.1314, -0.1572], [-0.4628, 0.1239, -0.2989], [0.1441, 0.1306, 0.1249], [0.1914, 0.2873, 0.1390], [-0.3095, 0.1600, -0.0934], [-0.3683, 0.0261, -0.1590], [0.1919, -0.1217, 0.1003], [-0.0064, 0.0212, -0.0669], [-0.2488, 0.2899, -0.0514], [0.2887, 0.1293, -0.1294], [-0.1412, -0.7041, 0.5785], [0.7832, 0.4490, -1.2799], [0.1732, -0.2541, 0.0150], [-0.0711, -0.3205, 0.1750], [-0.1021, 0.1302, 0.1864], [-0.0196, 0.2098, 0.1921], [-1.5216, -0.1361, -0.7841], [0.1346, 0.0439, 0.3771], [0.0489, 0.1144, 0.1882], [-0.0108, -0.5059, 0.3034], [0.1164, 0.1051, 0.2504], [-0.0603, -0.3552, 0.0531], [0.0748, 0.2215, 0.1455], [0.1808, 0.1765, -0.1964], [0.1208, -0.1420, 0.2965], [-0.0848, 0.1384, -0.0488], [-0.0654, -0.0499, -0.0479], [0.0968, 0.2251, -0.1864], [-0.0975, -0.2402, 0.0179], [-0.1464, -0.0482, -0.3013], [-0.2896, 0.1197, 0.0852], [0.2348, -0.2166, -0.0243], [-0.0083, 0.0306, 0.0043], [0.0046, 0.0902, -0.0291], [0.0408, -0.0564, -0.0235], [-0.1682, -0.1516, 0.0792], [0.1690, -0.0667, -0.0037], [-0.0007, 0.1988, 0.1682], [0.0080, 0.1909, 0.1519], [0.2112, -0.0263, -0.0343], [-0.0578, 0.0931, -0.2197], [-0.2273, -0.2970, 0.1409], [-0.0960, 0.0778, -0.2261], [0.1181, -0.0969, -0.0003], [0.2052, -0.1668, 0.0326], [0.1759, -0.0088, -0.3586], [0.5697, -0.6017, 0.6884], [-0.5807, -0.3632, -0.6759], [-0.7684, 0.9272, 0.6372], [0.0748, 0.0275, -0.1278], [0.1021, 0.0595, -0.0556], [-0.0932, 0.1040, 0.0916]],
  "lowdin_charge": [-0.04, -0.23, 0.06, 0.03, 0.09, -0.12, -0.10, 0.10, 0.06, 0.08, 0.07, 1.39, -0.05, -0.29, -0.14, -0.15, -0.02, -0.03, 0.13, 0.09, 0.09, 0.09, 0.10, 0.09, 0.09, 0.10, 0.10, 0.00, -0.03, -0.16, 0.09, -0.32, -0.16, 0.09, 0.11, 0.10, 0.10, 0.10, 0.09, -0.02, -0.03, -0.16, 0.05, -0.27, -0.17, 0.09, 0.16, 0.10, 0.09, -0.36, -0.41, -0.04, -0.18, 0.11, -0.09, 0.14, -0.03, 0.10, -0.12, -0.08, 0.12, 0.10, 0.10, 0.08, 0.30, -0.22, -0.24, -0.22, 0.03, 0.03, 0.03, 0.03, 0.03, 0.03, -0.07, 0.04, 0.03, -0.13, 0.46, -0.35, -0.32, -0.52, 0.05, 0.06, 0.06]
}